Below is a 12-piece molecular cluster, C84H196N12O20 overall at a distorted geometry, with properties calculated with ωB97M-V/def2-TZVPD.

Properties
HOMO-LUMO gap, eV: 8.262
Energy relative to the best compared isomer or geometry (same formula, charge and spin), kcal/mol: 171.94
SMILES: CC1(C)CCCC(C)(C)N1O.CC1(C)CCCC(C)(C)N1O.CC1(C)CCCC(C)(C)N1O.CC1(C)CCCC(C)(C)N1O.COCCNCCOC.COCCNCCOC.COCCNCCOC.COCCNCCOC.COCCNCCOC.COCCNCCOC.COCCNCCOC.COCCNCCOC
E_tot, eV: -149092.7402
HOMO energy, eV: -7.80

XYZ file:
```
312
Properties=species:S:1:pos:R:3:forces:R:3:mulliken_charge:R:1
C 1.5167 -28.5221 -14.8297 1.5 -1.0 0.1 -2.750
C 1.9506 -28.8742 -13.3603 -0.8 0.6 -1.2 1.877
C 1.2616 -27.8402 -12.4513 0.4 -0.9 0.0 -0.521
C 1.3601 -28.2666 -11.0005 -0.9 2.6 -0.4 -0.944
C 0.6744 -29.5392 -10.7905 1.6 -1.5 1.6 -1.334
C 1.2663 -30.6536 -11.6713 -1.5 -1.6 -1.5 1.782
N 1.4409 -30.2342 -13.0928 -1.3 2.7 1.4 1.523
O 1.9081 -31.1961 -13.9750 0.6 -0.1 0.4 -0.632
C 2.5278 -31.3325 -11.1502 0.3 -0.1 1.4 -1.771
C 0.1179 -31.6918 -11.7247 0.1 -0.4 0.4 -1.812
C 3.4477 -28.6851 -13.1692 1.2 -0.8 -0.1 -1.925
H 1.9933 -29.2369 -15.5005 0.5 -0.1 -0.1 0.564
H 1.9426 -27.5600 -15.1143 -0.5 0.3 0.0 0.547
H 0.4756 -28.6964 -15.1015 -0.3 0.6 0.7 0.347
H 1.7351 -26.8694 -12.5971 -0.1 0.1 -0.2 0.538
H 0.2086 -27.7905 -12.7286 -0.2 0.2 0.0 -0.353
H 0.7861 -27.5131 -10.4612 0.2 0.3 0.4 0.452
H 2.3755 -28.2385 -10.6051 0.0 -0.2 -0.1 0.451
H -0.3991 -29.5277 -10.6021 -0.2 0.3 -1.3 0.433
H 0.9711 -29.7866 -9.7713 0.2 -0.6 0.3 0.367
H 2.6108 -32.3798 -11.4405 0.2 0.2 -0.8 0.312
H 3.4564 -30.7789 -11.2894 -0.1 -0.1 -0.6 0.331
H 2.5116 -31.4523 -10.0669 -0.4 0.2 0.4 0.428
H 0.2821 -32.4500 -12.4905 0.0 0.0 0.1 0.374
H 0.0160 -32.1693 -10.7502 0.2 -0.3 0.1 0.609
H -0.8589 -31.2294 -11.8667 0.2 0.2 -0.4 -0.186
H 4.0249 -29.5054 -13.5958 -0.2 -0.1 -0.4 0.387
H 3.7732 -28.7161 -12.1294 -0.4 0.2 0.2 0.312
H 3.8811 -27.7716 -13.5764 -0.4 0.2 -0.2 0.417
H 1.1728 -31.2662 -14.5882 -0.1 -0.7 -0.2 0.356
C -11.5903 -31.7402 -12.3175 0.0 -0.7 -1.7 -2.071
C -10.2712 -31.3274 -13.0329 0.2 -0.5 2.0 1.945
C -9.1848 -32.0109 -12.1252 1.1 1.4 -0.3 -1.886
C -7.8242 -31.9772 -12.8024 -0.4 -0.9 -1.1 1.556
C -7.9242 -32.7300 -14.1742 1.4 0.6 1.5 -1.580
C -8.9624 -32.1694 -15.1351 -0.6 -1.0 0.0 2.722
N -10.2407 -31.9292 -14.4045 0.8 -0.7 1.7 0.063
O -11.2442 -31.4304 -15.2242 -0.4 0.0 -0.2 -0.491
C -8.4453 -30.9235 -15.8259 -0.5 0.0 -0.5 -1.379
C -9.2645 -33.2580 -16.2253 -0.1 0.0 1.2 -2.317
C -10.1672 -29.7598 -12.9660 -0.4 -0.5 -0.9 -1.426
H -11.7210 -31.3909 -11.2933 0.2 0.3 -0.2 0.361
H -11.6047 -32.8300 -12.3321 0.0 -0.1 0.3 0.510
H -12.4213 -31.4859 -12.9754 -0.3 0.4 0.3 0.392
H -8.9657 -31.4023 -11.2478 -0.9 0.4 0.3 0.464
H -9.4416 -32.9737 -11.6834 -0.2 -0.3 -0.7 0.322
H -7.0843 -32.4393 -12.1488 0.2 -0.2 -0.1 0.426
H -7.5068 -30.9385 -12.8940 -0.1 0.1 -0.4 -1.376
H -7.9751 -33.7831 -13.8978 -0.8 -0.2 -0.3 0.542
H -6.9472 -32.6773 -14.6546 0.1 0.2 -0.3 0.198
H -8.2423 -30.0879 -15.1561 0.0 -0.2 -0.1 -0.259
H -7.5790 -31.1259 -16.4557 0.2 -0.1 0.2 0.202
H -9.2385 -30.6806 -16.5329 0.0 0.6 0.0 0.743
H -10.0991 -32.9508 -16.8556 0.5 0.1 -0.4 0.379
H -8.3413 -33.5674 -16.7152 -0.1 0.5 -0.5 0.289
H -9.5991 -34.1835 -15.7567 -0.1 0.1 0.4 0.528
H -9.7060 -29.2826 -12.1013 0.3 -0.6 0.1 0.138
H -11.1880 -29.3777 -12.9668 -0.1 0.2 -0.3 0.470
H -9.6665 -29.3970 -13.8636 0.1 0.3 0.1 0.205
H -11.1439 -30.4760 -15.2509 0.1 0.6 -0.1 0.361
C -4.6816 -28.2448 -17.8241 0.9 -0.9 -0.1 0.018
C -4.2444 -27.5453 -16.5362 -2.1 -0.5 0.8 2.014
C -5.5581 -27.3831 -15.6698 1.3 -2.5 0.6 -1.012
C -5.8788 -28.7210 -14.9441 -1.3 0.3 -0.1 0.842
C -4.7851 -29.3394 -14.1185 1.0 0.3 -0.8 -1.969
C -3.4910 -29.5366 -15.0152 0.0 -0.8 2.2 2.667
N -3.2324 -28.3089 -15.7837 -0.5 -0.2 1.1 0.564
O -1.8843 -28.2432 -16.2734 -1.1 0.0 -0.2 0.762
C -2.2907 -29.7095 -13.9800 -0.2 0.3 -1.2 -0.833
C -3.7288 -30.8989 -15.7679 0.4 0.8 -0.3 -0.068
C -3.7662 -26.1512 -16.6946 1.8 1.3 -0.5 -0.591
H -3.7543 -28.5942 -18.2782 0.0 0.4 -0.9 0.318
H -5.3719 -27.7257 -18.4890 0.4 0.4 0.0 -0.427
H -5.1613 -29.2074 -17.6470 -0.3 0.1 0.6 -0.969
H -5.3889 -26.6037 -14.9269 -0.5 0.3 -0.2 0.710
H -6.3788 -27.2911 -16.3812 0.0 1.0 0.2 -0.364
H -6.3004 -29.4194 -15.6670 0.6 -0.2 -0.3 -1.818
H -6.7569 -28.5845 -14.3129 -0.1 0.4 0.3 1.123
H -5.0502 -30.3168 -13.7156 -0.2 -0.2 -0.2 0.221
H -4.6390 -28.7424 -13.2183 0.5 0.4 -0.1 0.403
H -1.3280 -29.8633 -14.4675 0.0 -0.1 -0.3 -0.007
H -2.1858 -28.7747 -13.4293 -0.1 0.0 0.3 -0.369
H -2.3722 -30.5540 -13.2957 -0.6 0.0 0.0 -0.532
H -3.3258 -30.8094 -16.7767 0.1 -0.3 -0.1 0.289
H -3.2651 -31.7339 -15.2428 0.3 0.1 0.0 0.105
H -4.7787 -31.1859 -15.8268 -0.2 0.3 -0.2 -1.044
H -3.4935 -25.6849 -15.7479 -0.2 -0.3 0.5 0.005
H -4.4066 -25.3936 -17.1463 -0.5 -0.7 -0.4 -0.092
H -2.8118 -26.1470 -17.2211 0.0 0.2 -0.5 -0.619
H -1.5288 -27.6475 -15.6098 0.6 0.1 -0.1 -0.113
C -3.5593 -26.4991 -22.9847 -0.4 1.4 0.0 -1.813
C -4.0386 -25.4540 -21.9157 1.8 0.4 1.8 1.938
C -2.8064 -24.7330 -21.2317 1.1 -0.1 -0.4 -0.588
C -2.0192 -23.7812 -22.0844 -2.1 1.9 -1.7 -1.322
C -3.0821 -22.6776 -22.6276 3.2 -1.8 0.0 -1.622
C -4.3603 -23.2088 -23.2116 -0.8 -1.7 -1.1 2.095
N -4.9051 -24.3345 -22.3452 0.5 0.3 0.6 0.693
O -6.1818 -24.8232 -22.7244 0.8 0.4 -0.2 -0.233
C -5.3547 -22.0645 -23.2571 -1.6 0.3 -0.3 -2.054
C -4.1707 -23.7067 -24.7085 0.0 0.9 0.8 -1.936
C -4.6623 -26.2152 -20.7329 -0.1 -0.7 -0.1 -1.248
H -2.8978 -27.3007 -22.6562 -0.1 0.2 0.6 0.328
H -3.0016 -25.9125 -23.7148 -0.1 -0.4 -0.4 0.318
H -4.4374 -26.9762 -23.4199 0.0 0.0 -0.3 0.451
H -3.1717 -24.1354 -20.3966 -0.3 -0.2 0.2 0.015
H -1.9789 -25.3554 -20.8911 -0.8 -1.1 0.5 0.377
H -1.4786 -24.2013 -22.9325 -0.3 -0.6 -0.1 0.471
H -1.2308 -23.2176 -21.5854 -0.2 -0.1 0.6 0.260
H -2.5169 -22.3374 -23.4952 -0.2 1.2 0.1 0.423
H -3.1137 -21.9715 -21.7978 -0.7 0.3 -0.4 0.472
H -5.8936 -21.9759 -22.3138 0.3 0.3 0.2 0.284
H -5.0091 -21.1030 -23.6366 1.0 0.0 0.7 0.429
H -6.1498 -22.1473 -23.9981 -0.3 -1.1 -0.1 0.473
H -5.0822 -24.2091 -25.0325 0.1 -0.3 0.1 0.305
H -4.1056 -22.8251 -25.3462 0.1 0.1 0.0 0.559
H -3.2689 -24.2908 -24.8921 -0.2 -0.2 0.1 0.367
H -5.4024 -26.9545 -21.0392 -0.4 0.2 -0.1 0.658
H -5.0592 -25.6249 -19.9070 -0.2 0.5 -0.4 -0.616
H -3.8990 -26.8295 -20.2553 0.4 0.0 -0.2 0.191
H -5.9855 -25.4791 -23.3973 -0.3 -0.3 -0.5 0.252
C -4.1672 -25.0203 -10.8769 1.4 -0.2 -0.9 -0.865
O -3.3225 -24.5889 -11.9598 -1.0 0.7 -0.1 -0.163
C -2.0877 -25.2478 -12.2205 -0.6 0.8 0.4 -0.767
C -1.2323 -24.4266 -13.2608 -1.2 -2.1 0.1 0.050
N -0.5276 -23.2733 -12.7950 -0.9 1.4 1.1 -0.309
C -1.4726 -22.3842 -12.0269 1.3 0.5 0.3 -0.217
C -0.9252 -20.9086 -12.1397 -1.3 -0.8 -0.5 -0.273
O -1.9945 -20.0634 -12.6243 -0.4 -0.3 0.6 -0.290
C -3.0443 -19.8536 -11.6549 1.0 1.2 0.0 -0.784
H -3.7893 -24.7323 -9.8959 0.1 0.6 0.1 0.325
H -4.1638 -26.1073 -10.7958 -0.5 -0.3 -0.4 0.200
H -5.1388 -24.5775 -11.0958 0.0 -0.3 0.3 0.276
H -2.3510 -26.2424 -12.5806 0.4 -0.3 -0.5 -0.016
H -1.6709 -25.3781 -11.2218 1.1 0.0 -0.1 0.706
H -1.8514 -24.1466 -14.1131 -0.8 -0.1 0.1 -0.082
H -0.5899 -25.1689 -13.7345 0.7 0.0 0.3 0.246
H -0.4642 -22.6714 -13.6035 1.0 -0.3 -0.6 -0.041
H -1.5644 -22.7118 -10.9913 0.1 -0.1 0.0 0.344
H -2.4752 -22.4455 -12.4500 0.0 0.3 -0.1 0.239
H -0.1310 -20.8956 -12.8862 -0.2 0.1 -0.3 0.057
H -0.4407 -20.4942 -11.2556 -0.4 -0.1 0.5 0.353
H -3.5406 -20.7157 -11.2092 0.3 -0.4 -0.3 0.286
H -3.8081 -19.1818 -12.0466 0.0 -0.3 -0.7 0.268
H -2.6137 -19.2315 -10.8703 0.1 -0.2 0.6 0.343
C 2.4959 -21.1952 -15.0724 -0.2 0.3 -0.2 -0.855
O 1.1153 -21.5730 -15.0258 0.2 0.1 -1.5 -0.174
C 0.4422 -21.3579 -16.3419 -1.0 -0.7 1.5 -0.439
C 0.5345 -22.5405 -17.3340 0.9 -0.2 2.6 -0.722
N 0.1433 -23.8205 -16.6243 -0.4 1.8 -1.5 0.316
C 0.4769 -24.9473 -17.4897 -0.7 -0.7 0.7 -0.307
C -0.1800 -24.9988 -18.8824 1.0 -0.6 1.3 -0.123
O 0.2259 -26.2782 -19.4936 -0.2 2.5 0.2 -0.542
C -0.3989 -27.4363 -18.9876 -1.1 0.2 -0.7 -0.459
H 3.0756 -21.4755 -14.1930 -0.5 -0.9 0.0 0.282
H 2.6414 -20.1155 -15.0360 -0.4 0.4 -0.5 0.326
H 2.9413 -21.5844 -15.9880 0.3 0.0 0.1 0.298
H 0.7092 -20.3780 -16.7376 0.2 -0.1 -0.2 0.604
H -0.6106 -21.3409 -16.0603 -0.1 0.4 0.2 -0.299
H 1.6077 -22.5950 -17.5170 0.2 -0.2 -1.2 0.488
H -0.1068 -22.3690 -18.1985 0.3 0.1 0.0 0.350
H 0.7317 -23.8623 -15.8045 0.0 -0.1 0.2 0.182
H 0.0353 -25.8075 -16.9866 0.4 -0.4 0.2 -0.462
H 1.5614 -25.0512 -17.5221 0.2 -0.3 -0.6 0.441
H 0.1290 -24.0973 -19.4114 0.4 -0.7 -1.0 0.637
H -1.2533 -24.8695 -18.7426 -0.3 -0.6 -0.2 -0.056
H -0.5544 -28.0525 -19.8732 0.5 -0.6 0.2 0.448
H -1.4243 -27.2423 -18.6730 -0.1 0.3 0.4 -0.039
H 0.1254 -27.9430 -18.1774 0.2 0.0 -0.1 0.346
C -3.5366 -36.2168 -18.9836 0.8 -1.9 -0.1 -0.905
O -4.1406 -35.0593 -18.5846 -1.1 1.3 0.5 -0.172
C -4.4189 -34.1525 -19.6487 -1.0 0.2 0.7 -0.784
C -5.4299 -33.0229 -19.1651 1.5 -1.3 -0.7 0.080
N -5.5834 -31.9632 -20.1478 -0.3 0.3 0.2 -0.450
C -6.6142 -31.0502 -19.6510 0.6 -0.3 -0.3 0.892
C -6.9622 -30.0191 -20.7130 -0.6 -0.2 1.2 -1.159
O -7.6347 -28.9511 -20.0572 0.0 0.1 -0.2 0.200
C -8.8490 -29.3028 -19.3765 0.0 1.6 -1.0 -0.326
H -3.8899 -36.7337 -19.8758 -0.4 0.8 -0.8 0.374
H -3.7439 -37.0330 -18.2915 0.3 0.4 0.8 0.271
H -2.4595 -36.0922 -19.0955 0.3 -0.1 0.0 0.319
H -4.9618 -34.7548 -20.3772 0.1 0.2 -0.6 0.447
H -3.4752 -33.7935 -20.0594 -0.1 0.4 -0.1 0.313
H -5.0851 -32.5439 -18.2487 0.1 -0.2 0.2 -0.181
H -6.3747 -33.5394 -18.9960 -0.2 -0.1 0.4 0.143
H -6.0160 -32.3188 -20.9883 0.3 -0.5 -0.4 0.318
H -6.2805 -30.5714 -18.7304 0.3 0.3 -0.1 -0.563
H -7.4799 -31.6360 -19.3421 -0.5 0.0 -0.1 0.473
H -7.5910 -30.4558 -21.4889 -0.4 -0.2 -0.1 0.448
H -6.0677 -29.6801 -21.2357 0.1 0.5 0.4 0.278
H -8.7294 -29.7118 -18.3733 0.2 -0.6 -0.3 -0.183
H -9.5296 -29.7974 -20.0695 0.1 -0.9 0.3 0.415
H -9.3522 -28.3450 -19.2440 0.1 0.2 0.2 0.135
C -3.8129 -32.6798 -10.9954 0.5 0.4 -1.0 -1.002
O -3.6072 -33.1108 -12.3600 -1.2 1.0 1.2 0.234
C -3.7231 -34.4781 -12.6040 1.4 -0.7 1.1 -0.867
C -3.3057 -34.6739 -13.9991 -0.1 -0.2 -1.3 -0.281
N -1.9537 -34.1788 -14.2708 -0.1 0.2 -1.2 -0.142
C -1.5352 -34.4412 -15.6844 0.6 -1.4 0.8 -0.339
C 0.0018 -34.2149 -15.9073 -1.4 1.7 -0.3 -0.817
O 0.2299 -32.7949 -15.7488 -0.4 0.3 0.3 -0.320
C -0.2473 -32.0155 -16.8497 0.2 0.6 1.0 -0.259
H -2.8975 -32.7683 -10.4105 0.2 -0.2 0.0 0.337
H -4.6101 -33.1627 -10.4303 -0.3 -0.3 -0.4 0.407
H -4.0222 -31.6151 -11.0995 -0.2 0.0 0.2 0.122
H -4.6924 -34.9561 -12.4627 -0.5 0.5 0.2 0.364
H -3.0081 -34.9789 -11.9513 0.1 -0.4 0.3 0.335
H -4.1036 -34.1876 -14.5603 0.0 0.5 -0.7 0.030
H -3.4158 -35.7198 -14.2859 0.4 -0.2 0.1 0.618
H -1.9917 -33.1785 -14.1364 0.3 0.2 0.3 -0.194
H -2.1262 -33.9856 -16.4789 -0.1 0.7 0.1 0.088
H -1.8213 -35.4870 -15.7966 0.5 -0.4 -0.3 0.585
H 0.3712 -34.3126 -16.9281 -0.4 -1.3 -0.2 0.360
H 0.6357 -34.7639 -15.2110 -0.2 0.2 0.1 0.325
H 0.3605 -32.1905 -17.7374 -0.1 0.0 -0.1 0.489
H -0.1775 -30.9853 -16.5005 0.6 0.2 -0.2 -0.241
H -1.3155 -32.0207 -17.0667 -0.2 -1.0 0.0 0.105
C -13.4225 -21.6979 -19.7906 0.1 2.5 0.6 -1.016
O -12.1426 -21.3936 -19.1969 -0.7 -0.9 0.7 -0.029
C -12.2765 -21.2325 -17.7671 0.8 0.8 -0.5 -0.896
C -11.0159 -20.5805 -17.2243 0.4 0.1 -1.3 -0.447
N -9.9142 -21.5034 -17.1588 0.1 -0.4 0.3 0.034
C -8.6365 -20.8348 -17.0294 1.3 -0.2 -0.2 -0.859
C -7.3861 -21.7720 -17.2971 -1.5 0.4 -0.8 0.114
O -7.5455 -22.2977 -18.6391 2.1 0.4 0.6 0.539
C -6.2856 -22.9128 -19.0663 -1.9 0.1 -0.1 -0.022
H -13.4584 -21.8284 -20.8722 1.0 -1.0 0.1 0.274
H -13.8762 -20.7069 -19.7807 -1.0 0.1 0.4 0.371
H -14.0451 -22.3734 -19.2041 0.2 -0.4 -0.2 0.314
H -12.4848 -22.1910 -17.2918 -0.1 -0.1 0.1 0.339
H -12.9815 -20.4617 -17.4557 -1.1 -0.2 -0.5 0.439
H -11.1595 -20.0648 -16.2749 -0.5 0.0 0.4 0.579
H -10.7672 -19.7766 -17.9171 0.0 0.0 -0.2 -0.061
H -10.0847 -21.8890 -16.2411 0.3 -1.0 0.0 0.250
H -8.6409 -20.3433 -16.0565 0.9 0.0 0.5 0.666
H -8.5507 -19.9866 -17.7085 -0.1 -0.2 -0.5 -0.114
H -7.3235 -22.6003 -16.5912 -0.3 -0.3 0.2 0.195
H -6.4328 -21.2521 -17.2022 -0.2 0.4 -0.1 -0.403
H -6.0821 -23.7315 -18.3761 0.4 -0.1 0.0 -0.475
H -5.4320 -22.2425 -19.1667 -0.1 0.4 0.4 0.950
H -6.4808 -23.3212 -20.0579 0.0 -0.2 0.1 -1.084
C -7.9078 -25.7850 -18.2381 0.5 1.7 0.5 -1.083
O -8.4924 -24.8846 -19.1634 0.3 -1.5 -0.2 -0.193
C -8.8007 -25.6398 -20.3325 -0.5 2.6 -1.8 -0.205
C -8.8862 -24.5920 -21.5762 1.2 -2.0 1.7 -0.377
N -10.0489 -23.7768 -21.5275 0.3 -1.2 0.5 -0.094
C -9.8456 -22.5785 -22.2587 -1.2 2.0 1.4 -1.366
C -8.9708 -21.4687 -21.5307 -0.7 -1.7 -0.1 0.764
O -9.7397 -20.7991 -20.5513 0.1 2.0 -0.5 0.114
C -9.4812 -19.3924 -20.4890 -1.0 0.4 0.0 -1.437
H -8.5594 -26.6054 -17.9372 0.1 -0.3 -0.3 0.584
H -7.6692 -25.2163 -17.3394 -0.3 0.2 0.2 0.313
H -6.9161 -26.0457 -18.6076 -0.1 -0.9 -0.2 0.381
H -9.7917 -26.0638 -20.1706 -0.2 -0.3 -0.3 0.303
H -8.0849 -26.4235 -20.5806 0.3 0.0 0.3 0.052
H -8.9847 -25.1417 -22.5123 0.8 -0.7 -0.2 0.697
H -7.9888 -23.9775 -21.6478 0.0 -0.3 0.4 -0.505
H -10.6407 -24.3992 -22.0590 -1.3 0.7 0.2 0.330
H -10.8793 -22.2358 -22.2126 0.0 1.2 -0.6 0.482
H -9.5818 -22.6461 -23.3142 0.5 -0.4 -0.2 0.336
H -8.6006 -20.9237 -22.3991 0.1 1.0 0.4 0.411
H -8.1466 -21.8345 -20.9184 0.4 -0.6 -0.6 -0.606
H -10.1562 -18.8866 -19.7987 -0.5 -0.7 0.3 0.306
H -9.7269 -18.8814 -21.4199 0.2 -0.2 -0.5 0.434
H -8.5381 -18.9846 -20.1253 0.8 -0.9 -0.2 0.544
C -5.8308 -16.8521 -19.6073 -0.2 -0.5 0.8 -0.855
O -6.7169 -17.4444 -18.6080 0.9 0.8 -0.4 -0.169
C -6.5074 -17.0005 -17.2415 1.8 -1.4 -1.2 -0.644
C -5.1419 -17.5935 -16.6574 -1.2 -0.6 -0.3 -0.845
N -5.2136 -19.0812 -16.4633 -0.7 1.1 0.3 -0.038
C -4.0530 -19.5503 -15.7438 0.5 -1.0 -0.8 -1.580
C -3.8075 -21.0813 -15.8703 -0.5 -0.4 -0.5 0.111
O -3.5538 -21.5314 -17.2493 1.2 2.0 0.9 -0.384
C -3.1204 -22.8674 -17.3306 -0.7 -0.2 -0.3 0.652
H -6.0159 -15.7967 -19.8072 -0.6 0.1 0.0 0.340
H -5.9115 -17.4449 -20.5184 -0.3 0.1 0.1 0.252
H -4.7734 -16.8649 -19.3430 0.1 -0.4 0.5 0.315
H -7.3461 -17.4416 -16.7028 0.2 0.2 0.2 0.252
H -6.5203 -15.9113 -17.2040 0.0 0.1 0.2 0.415
H -4.9377 -17.0405 -15.7405 0.0 -0.4 0.3 0.410
H -4.2487 -17.5377 -17.2797 -0.1 1.2 -0.5 0.493
H -5.1460 -19.4270 -17.4099 -0.2 -0.4 -0.2 0.081
H -4.0544 -19.1916 -14.7145 -0.4 -0.6 0.3 0.290
H -3.1322 -19.1006 -16.1153 0.5 0.2 -0.4 0.475
H -4.6320 -21.7391 -15.5956 -0.5 0.5 0.6 0.391
H -2.9918 -21.3058 -15.1831 0.4 -0.2 -0.2 0.369
H -2.5447 -23.0900 -18.2290 -0.1 0.7 -0.4 -0.385
H -4.0540 -23.4190 -17.4417 0.3 -0.8 0.5 0.096
H -2.4335 -23.1958 -16.5506 -0.4 0.0 0.6 0.159
C -6.4775 -29.1046 -10.8051 -1.1 -1.1 0.6 -0.447
O -7.3733 -28.1535 -11.3353 1.2 0.1 -0.5 0.186
C -7.4142 -26.9904 -10.5427 -1.7 0.7 -0.7 -0.647
C -8.1865 -25.9313 -11.3786 1.8 0.5 1.5 -0.419
N -8.5118 -24.7363 -10.5441 0.9 -1.5 -0.5 -0.204
C -9.8833 -24.4846 -10.7551 -0.7 2.7 0.5 -0.709
C -10.2904 -23.2643 -9.8423 -0.9 -0.1 0.0 -0.746
O -10.4153 -23.6551 -8.4683 -0.2 -1.8 0.5 -0.301
C -10.8697 -22.6933 -7.5418 0.7 1.4 -0.7 -0.763
H -6.9616 -29.4085 -9.8771 0.7 -0.1 0.8 0.550
H -5.4315 -28.8241 -10.6815 -0.1 0.6 0.1 0.334
H -6.4869 -30.0438 -11.3582 -0.1 0.4 -0.6 -0.369
H -6.4447 -26.6412 -10.1874 0.3 0.1 -0.5 0.311
H -7.9940 -27.1346 -9.6310 -0.2 -0.5 0.3 0.297
H -9.1139 -26.3123 -11.8061 0.2 -0.5 0.2 0.315
H -7.5381 -25.6275 -12.2004 0.0 0.0 -0.2 -0.045
H -8.2464 -24.7321 -9.5697 0.0 -0.7 0.0 0.318
H -10.6091 -25.2977 -10.7425 0.0 -0.5 1.0 0.318
H -9.8679 -24.2803 -11.8257 -0.8 1.1 -0.2 0.467
H -11.2441 -22.8233 -10.1322 -0.3 -0.1 -0.4 0.474
H -9.5737 -22.4438 -9.8787 0.4 -0.1 -0.4 0.381
H -10.1328 -21.8925 -7.6047 -0.2 0.7 0.1 0.308
H -10.9158 -22.9221 -6.4770 0.5 -1.3 -0.3 0.266
H -11.8642 -22.2854 -7.7227 -0.2 0.0 -0.7 0.294
```
Positions in Å, forces in eV/Å.